{
  "formula": "C51H65FN3O31",
  "method": "ωB97M-V with the def2-TZVPD basis set",
  "total_charge": 1,
  "e_tot_ha": -4578.7188,
  "largest_force_ev_per_a": 4.2,
  "orbital_gap_ev": 5.695,
  "lumo_ev": -5.265,
  "symbols": ["O", "C", "N", "C", "N", "C", "C", "C", "O", "C", "C", "C", "C", "C", "C", "C", "C", "C", "O", "N", "C", "O", "F", "H", "H", "H", "H", "H", "H", "H", "H", "H", "H", "H", "C", "C", "C", "O", "C", "O", "O", "H", "H", "H", "H", "H", "H", "C", "C", "C", "O", "C", "O", "O", "H", "H", "H", "H", "H", "H", "C", "C", "C", "O", "C", "O", "O", "H", "H", "H", "H", "H", "H", "C", "C", "C", "O", "C", "O", "O", "H", "H", "H", "H", "H", "H", "C", "C", "C", "O", "C", "O", "O", "H", "H", "H", "H", "H", "H", "C", "C", "C", "O", "C", "O", "O", "H", "H", "H", "H", "H", "H", "C", "C", "C", "O", "C", "O", "O", "H", "H", "H", "H", "H", "H", "C", "C", "C", "O", "C", "O", "O", "H", "H", "H", "H", "H", "H", "C", "C", "C", "O", "C", "O", "O", "H", "H", "H", "H", "H", "H"],
  "xyz": [[-2.2347, -2.7616, 1.7220], [-1.9914, -2.6707, 0.6005], [-1.5404, -2.6985, -0.5930], [-0.4706, -1.6969, -0.6270], [0.8746, -2.0985, -0.5773], [1.9321, -1.1771, -0.5719], [1.7311, 0.2875, -0.6122], [2.8827, 1.3650, -0.5648], [3.4345, 1.6627, -1.8644], [4.0672, 2.9407, -1.7198], [3.8718, 4.0116, -2.7478], [4.5330, 5.3546, -2.6050], [5.3707, 5.6665, -1.4070], [5.5783, 4.6205, -0.3665], [4.9324, 3.2947, -0.5448], [0.3249, 0.7798, -0.6699], [-0.7819, -0.2528, -0.6719], [-2.2537, 0.3410, -0.6842], [-2.4192, 1.2980, 0.0400], [-3.3138, -0.2651, -1.4741], [-4.2669, 0.6984, -1.9678], [-4.9506, 1.4247, -1.3266], [-4.4359, 0.7399, -3.3664], [1.1593, -3.0862, -0.5147], [2.9876, -1.5720, -0.5284], [3.6454, 0.9995, 0.1887], [2.3967, 2.3237, -0.1902], [3.2482, 3.8373, -3.6634], [4.4196, 6.1556, -3.3877], [5.8798, 6.6559, -1.2389], [6.2151, 4.7804, 0.5483], [5.1298, 2.5207, 0.2552], [0.0480, 1.8760, -0.6969], [-2.8601, -0.6676, -2.3155], [10.2435, 1.8939, -2.5168], [9.8045, 1.6755, -1.0862], [8.6113, 0.7733, -0.9506], [8.0149, 1.2363, 0.2596], [8.3632, 2.5473, 0.3904], [7.8818, 3.2959, 1.1849], [9.3277, 2.8908, -0.5039], [11.1564, 2.4935, -2.5440], [10.4379, 0.9457, -3.0209], [9.4887, 2.4494, -3.0787], [10.6462, 1.3186, -0.4842], [8.8926, -0.2769, -0.8651], [7.8852, 0.8837, -1.7617], [-6.1554, -0.4636, -5.5325], [-6.0282, 0.6111, -6.5890], [-7.3452, 1.1868, -7.0296], [-7.0660, 1.6009, -8.3639], [-6.0627, 0.8002, -8.8222], [-5.7130, 0.7418, -9.9571], [-5.5135, 0.0729, -7.8057], [-5.1650, -0.7852, -5.2017], [-6.7101, -0.1033, -4.6641], [-6.6537, -1.3503, -5.9311], [-5.3431, 1.3954, -6.2485], [-7.6524, 2.0366, -6.4186], [-8.1566, 0.4535, -7.0544], [-0.1698, -0.8149, 5.7137], [0.2441, -0.7072, 4.2643], [0.7599, -1.9944, 3.6872], [1.6519, -1.5336, 2.6695], [2.0896, -0.3028, 3.0621], [2.9919, 0.2840, 2.5416], [1.3717, 0.1621, 4.1125], [-0.6050, 0.1284, 6.0531], [-0.9072, -1.6072, 5.8591], [0.6934, -1.0082, 6.3554], [-0.5794, -0.3007, 3.6651], [-0.0358, -2.6050, 3.2577], [1.3271, -2.5989, 4.3998], [3.9050, -2.1932, -6.2005], [3.4381, -2.9240, -4.9617], [3.1137, -2.0151, -3.8099], [3.3645, -2.8542, -2.6795], [4.3017, -3.7690, -3.0729], [4.8811, -4.4967, -2.3293], [4.4845, -3.7350, -4.4178], [4.0511, -2.8984, -7.0218], [3.1785, -1.4421, -6.5152], [4.8691, -1.7084, -6.0306], [2.5945, -3.5781, -5.2055], [2.0740, -1.6837, -3.8222], [3.7660, -1.1393, -3.7455], [-2.9384, 3.7324, 4.9580], [-3.3938, 3.0148, 6.2092], [-3.6992, 3.9348, 7.3572], [-3.4401, 3.1074, 8.4889], [-2.5167, 2.1865, 8.0993], [-1.9328, 1.4623, 8.8434], [-2.3463, 2.2042, 6.7457], [-2.8063, 3.0190, 4.1402], [-3.6647, 4.4847, 4.6459], [-1.9696, 4.2133, 5.1117], [-4.2441, 2.3633, 5.9819], [-4.7365, 4.2711, 7.3549], [-3.0415, 4.8075, 7.4055], [7.3258, -6.1557, -2.7088], [7.7578, -6.0310, -4.1520], [8.2891, -7.3082, -4.7388], [9.1880, -6.8343, -5.7389], [9.6167, -5.6065, -5.3313], [10.5179, -5.0083, -5.8292], [8.8790, -5.1546, -4.2777], [6.8831, -5.2223, -2.3688], [6.5917, -6.9530, -2.5812], [8.1816, -6.3508, -2.0572], [6.9395, -5.6236, -4.7559], [7.5031, -7.9186, -5.1850], [8.8514, -7.9169, -4.0248], [-1.1615, -1.0925, 11.0307], [-0.2862, -1.9681, 10.1630], [0.9143, -2.5209, 10.8760], [1.8487, -2.6919, 9.8111], [1.5221, -1.7813, 8.8551], [2.2083, -1.5154, 7.9133], [0.3147, -1.2109, 9.1099], [-2.0527, -0.7853, 10.4790], [-1.4778, -1.6181, 11.9336], [-0.6410, -0.1756, 11.3155], [-0.8837, -2.7657, 9.7089], [0.7056, -3.4738, 11.3633], [1.3436, -1.8320, 11.6090], [-6.8394, -1.1387, 1.6330], [-7.4588, -1.6959, 0.3703], [-7.4516, -0.7319, -0.7830], [-8.5801, -1.1515, -1.5413], [-9.4477, -1.7363, -0.6623], [-10.5699, -2.0264, -0.9193], [-8.8527, -1.9394, 0.5489], [-6.8051, -1.9083, 2.4081], [-5.8223, -0.7837, 1.4528], [-7.4379, -0.3181, 2.0350], [-6.9801, -2.6441, 0.1020], [-6.5403, -0.8043, -1.3778], [-7.6004, 0.3102, -0.4835], [-6.4112, 3.9283, -1.8641], [-7.8541, 4.2074, -1.5066], [-8.8290, 3.2486, -2.1315], [-10.0113, 4.0351, -2.2311], [-9.6110, 5.3366, -2.3213], [-10.3264, 6.2418, -2.6080], [-8.2817, 5.4600, -2.0414], [-5.7497, 4.6087, -1.3209], [-6.1295, 2.9013, -1.6158], [-6.2298, 4.1009, -2.9284], [-7.9723, 4.2452, -0.4183], [-9.0032, 2.3688, -1.5098], [-8.5402, 2.9241, -3.1361]]
}



{
  "formula": "C51H66N8O4P2STl",
  "method": "ωB97M-V with the def2-TZVPD basis set",
  "total_charge": 1,
  "e_tot_ha": -3975.2090,
  "largest_force_ev_per_a": 1.0,
  "orbital_gap_ev": 7.645,
  "lumo_ev": -2.364,
  "symbols": ["Tl", "S", "C", "C", "C", "C", "C", "N", "H", "H", "H", "H", "C", "O", "C", "C", "C", "C", "C", "C", "N", "C", "N", "C", "C", "C", "C", "C", "C", "O", "C", "N", "C", "C", "C", "C", "C", "C", "O", "C", "H", "H", "H", "H", "H", "H", "H", "H", "H", "H", "H", "H", "H", "H", "H", "H", "H", "H", "H", "H", "H", "H", "C", "P", "C", "N", "C", "C", "C", "C", "C", "C", "N", "C", "P", "C", "C", "C", "C", "C", "C", "C", "C", "C", "H", "H", "H", "H", "H", "H", "H", "H", "H", "H", "H", "H", "H", "H", "H", "H", "H", "H", "H", "H", "H", "H", "H", "H", "H", "H", "H", "H", "C", "N", "C", "C", "C", "N", "C", "C", "O", "H", "H", "H", "H", "H", "H", "H", "H", "H", "H", "H", "H"],
  "xyz": [[0.2002, 0.0428, 0.1548], [0.4199, 0.7764, 2.6364], [0.9092, 2.3100, 1.9735], [1.1841, 3.4218, 2.7791], [1.4938, 4.6173, 2.1653], [1.5245, 4.6952, 0.7730], [1.2806, 3.5411, 0.0564], [0.9942, 2.3794, 0.6442], [1.1159, 3.3290, 3.8540], [1.6970, 5.4966, 2.7635], [1.7588, 5.6189, 0.2634], [1.3200, 3.5210, -1.0286], [-5.9216, 4.5576, 0.7984], [-5.6019, 3.8271, -0.3800], [-4.8545, 4.4801, -1.3283], [-5.1521, 5.7394, -1.8111], [-4.3569, 6.3103, -2.7968], [-3.2510, 5.6295, -3.2716], [-2.9425, 4.3638, -2.7888], [-3.7532, 3.7697, -1.8312], [-3.5500, 2.4930, -1.2813], [-2.3548, 1.7999, -1.1840], [-1.8181, 1.4812, -2.3857], [-0.5835, 0.9561, -2.7935], [0.4051, 0.3863, -2.0052], [1.5687, -0.1035, -2.5923], [1.7721, -0.0144, -3.9552], [0.7856, 0.5417, -4.7608], [-0.3863, 1.0006, -4.1921], [-1.4324, 1.5204, -4.8999], [-1.4026, 1.3915, -6.3141], [-1.8802, 1.4514, -0.0356], [-2.4633, 2.0784, 1.1016], [-2.1679, 3.3978, 1.4176], [-2.6457, 3.9864, 2.5800], [-3.4285, 3.2456, 3.4466], [-3.8139, 1.9584, 3.0972], [-3.3767, 1.3899, 1.9091], [-3.8280, 0.1924, 1.4324], [-5.0871, -0.2508, 1.9158], [-6.4063, 5.5083, 0.5746], [-5.0226, 4.7382, 1.3947], [-6.6105, 3.9347, 1.3641], [-6.0054, 6.2814, -1.4253], [-4.6062, 7.2877, -3.1865], [-2.6163, 6.0797, -4.0232], [-2.0576, 3.8535, -3.1467], [-4.1449, 2.3668, -0.4719], [-2.3929, 1.7429, -3.1735], [2.3243, -0.5596, -1.9677], [2.6875, -0.3790, -4.4034], [0.9503, 0.6135, -5.8260], [-2.3645, 1.7484, -6.6704], [-1.2711, 0.3479, -6.6094], [-0.6060, 1.9982, -6.7480], [-1.5579, 3.9690, 0.7297], [-2.3940, 5.0152, 2.8018], [-3.7710, 3.6668, 4.3825], [-4.4632, 1.4027, 3.7599], [-5.4966, -0.9159, 1.1582], [-5.7722, 0.5879, 2.0547], [-4.9878, -0.7939, 2.8592], [4.9891, 0.1929, -0.8740], [4.0185, 0.1106, 0.7000], [4.4624, -1.6383, 1.1292], [5.7125, -1.9043, 1.4228], [6.0918, -3.1668, 1.7018], [7.4256, -3.4503, 2.0719], [7.7832, -4.7370, 2.3560], [6.8423, -5.7883, 2.2650], [5.5531, -5.5447, 1.8884], [5.1546, -4.2186, 1.6071], [3.8826, -3.9466, 1.2555], [3.5057, -2.7064, 1.0644], [1.7070, -2.5652, 0.5920], [1.7658, -3.5609, -0.9488], [0.7942, -3.6851, 1.8290], [0.5576, -2.8052, 3.0606], [-0.5399, -4.0500, 1.1749], [1.4535, -4.9968, 2.2623], [5.0933, 1.1906, 1.8466], [4.6967, 2.6350, 1.5366], [6.6166, 1.1098, 1.7177], [4.6678, 0.8283, 3.2732], [6.0251, -0.0935, -0.7025], [4.9349, 1.2101, -1.2637], [4.5542, -0.4822, -1.6112], [8.1308, -2.6315, 2.1293], [8.7998, -4.9595, 2.6522], [7.1564, -6.7960, 2.5033], [4.8194, -6.3360, 1.8081], [2.2553, -4.5174, -0.7641], [2.3208, -3.0156, -1.7125], [0.7484, -3.7167, -1.3066], [-0.0317, -1.9226, 2.8052], [1.5083, -2.4699, 3.4838], [0.0217, -3.3663, 3.8292], [-0.9792, -3.1975, 0.6649], [-1.2305, -4.3886, 1.9510], [-0.4103, -4.8687, 0.4640], [2.2495, -4.8380, 2.9837], [1.8564, -5.5557, 1.4214], [0.6810, -5.6063, 2.7423], [5.1022, 2.9570, 0.5749], [5.0909, 3.3021, 2.3071], [3.6183, 2.7485, 1.5111], [6.9591, 1.4737, 0.7479], [6.9892, 0.1077, 1.8699], [7.0508, 1.7594, 2.4841], [3.5819, 0.8642, 3.3838], [5.1077, 1.5275, 3.9889], [5.0083, -0.1746, 3.5376], [-3.6819, -2.5212, 1.0363], [-3.6404, -2.6598, -0.4094], [-4.7399, -3.4242, -0.9833], [-4.3648, -4.0017, -2.3325], [-3.7730, -2.8670, -3.1498], [-2.5998, -2.3327, -2.4723], [-1.3471, -2.3657, -3.2112], [-2.5687, -2.2046, -1.1096], [-1.5910, -1.6921, -0.5311], [-3.4486, -3.4726, 1.5198], [-4.6831, -2.2208, 1.3443], [-2.9665, -1.7681, 1.3466], [-5.6206, -2.7807, -1.0876], [-5.0000, -4.2207, -0.2832], [-5.2431, -4.4242, -2.8182], [-3.6153, -4.7876, -2.2136], [-4.5172, -2.0745, -3.2791], [-3.4689, -3.2050, -4.1387], [-1.0998, -3.3939, -3.4983], [-0.5548, -1.9703, -2.5880], [-1.4205, -1.7524, -4.1100]]
}